C18H28BrFN3O4S | ωB97M-V/def2-TZVPD

Structure (XYZ):
```
56
Properties=species:S:1:pos:R:3:forces:R:3
C 2.3866 -2.1770 0.4276 0.140 0.975 0.517
C 0.9231 -2.6754 -0.1175 -2.197 -5.216 3.550
O 0.3737 -3.7382 0.5332 3.202 6.640 -4.561
N 0.1081 -2.0483 -1.2268 3.867 -0.046 -0.327
C -0.6149 -3.0681 -2.0786 -1.752 -0.366 -1.275
C 0.8932 -1.0457 -2.0433 1.733 3.446 -1.866
C 2.0483 -1.3775 -3.1583 0.203 2.650 -0.050
S 2.5768 -3.1390 -3.5135 0.190 2.023 0.251
C 2.7746 -0.1323 -3.9989 -2.400 1.236 2.471
F 3.8408 -0.4077 -5.0300 -3.886 1.052 3.776
C 2.2823 1.3867 -3.6183 0.601 -3.510 -0.356
N 1.2296 1.7085 -2.5404 1.588 -4.617 -2.191
N 0.9545 3.0508 -2.3274 1.994 -0.645 3.274
C 1.8879 3.6499 -1.5117 0.970 0.878 0.443
C 1.6738 3.8950 0.1290 -0.870 0.491 -0.887
C 3.3364 4.2412 -2.1029 -0.803 -0.916 0.668
C 0.5429 0.5574 -1.7824 0.774 -1.531 -0.954
C -0.5743 0.9297 -0.6415 0.494 1.092 0.295
C -1.9423 1.6408 -1.2265 0.380 -1.987 -0.293
C -3.1896 0.5330 -1.2344 -0.419 1.093 -0.240
Br -2.4093 3.0952 0.1256 0.293 -0.998 -1.274
H 2.8830 -2.9380 1.2017 -1.660 1.394 -1.986
H 2.2495 -1.1691 1.0489 0.097 -2.063 -1.427
H 3.1781 -1.9479 -0.4034 -1.752 -0.498 1.335
H -1.6739 -3.3281 -1.6079 2.489 0.542 -0.819
H -0.8431 -2.5291 -3.1187 0.558 -1.270 2.272
H -0.0191 -4.0624 -2.2661 -1.057 2.061 0.538
H 3.8946 -3.0332 -4.0526 -1.703 0.594 0.635
H 2.7905 2.2751 -4.2316 -1.588 -1.998 1.729
H 2.0672 2.9468 0.7298 -0.515 1.909 -1.540
H 0.5105 3.9475 0.3439 2.386 -0.033 -0.516
H 2.2137 4.8953 0.4908 -1.136 -2.432 -0.833
H 3.9698 3.2612 -2.3550 -1.212 2.111 0.484
H 3.1501 4.8537 -3.0857 0.286 -1.276 1.955
H 3.8854 4.8804 -1.2747 -1.179 -1.430 -1.866
H -0.0747 1.7213 0.0803 -0.832 -1.715 -1.590
H -0.9197 0.0339 0.0294 1.133 1.415 -1.656
H -1.6990 2.0706 -2.2876 -0.846 -0.431 2.239
H -3.2759 -0.0499 -0.2108 0.270 1.404 -2.055
H -3.1036 -0.2499 -2.1045 0.103 1.606 1.616
H -4.1741 1.1811 -1.4223 2.093 -1.669 0.491
C -3.7848 0.2054 5.2753 -0.037 -0.324 0.119
C -2.9449 0.5417 4.0561 -0.655 0.346 0.191
O -1.7233 -0.2066 4.0594 0.269 -0.924 -0.596
C -1.8230 -1.4938 3.6413 -0.445 -0.263 0.156
O -2.8423 -2.0494 3.2636 1.441 0.828 0.369
O -0.5971 -2.0652 3.7420 -0.902 0.823 -0.159
C -0.5789 -3.4525 3.4134 -0.016 -0.779 -0.129
H -3.2014 0.3327 6.1927 -0.059 0.148 -0.152
H -4.6701 0.8454 5.3247 0.128 -0.040 -0.023
H -4.1155 -0.8379 5.2522 0.000 0.187 -0.117
H -2.6681 1.6012 4.0871 0.270 -0.293 -0.029
H -3.5001 0.3814 3.1246 0.160 -0.183 0.160
H -1.0277 -3.6361 2.4317 0.020 0.070 0.358
H -1.0979 -4.0245 4.1887 -0.035 0.102 -0.182
H 0.4638 -3.7803 3.3803 -0.175 0.337 0.057
```
Forces are in eV/Å.

The calculation puts the HOMO energy at -0.4616 Eh. As for the molecular weight: 481.41 g mol⁻¹. The total charge is +1. As for the LUMO energy: -4.9976 eV. Its spin multiplicity is 1. For the calculated total energy, the calculation gives -4239.1701 Ha.

=====

C2H7N2 | ωB97M-V/def2-TZVPD

Structure (XYZ):
```
11
Properties=species:S:1:pos:R:3:forces:R:3
C 0.9390 1.7440 0.3291 1.132 0.098 -0.019
C 0.0270 0.9025 -0.1731 -0.871 4.033 -0.151
N -2.0378 -2.4121 -0.5722 1.441 2.332 2.303
N 2.2918 1.3844 0.2824 -1.341 -2.394 1.363
H 0.7954 2.8034 0.7111 -0.563 -1.093 -0.922
H -1.0540 1.0755 0.0074 0.219 -1.950 0.352
H -2.4579 -2.5628 -1.4394 -0.427 -0.365 -1.221
H -1.7172 -3.1642 0.0232 -0.178 0.228 -0.480
H -1.7250 -1.4364 -0.3254 -0.784 -2.096 -0.565
H 2.2797 0.4230 -0.0754 0.710 0.148 -0.538
H 2.6590 1.2425 1.2324 0.662 1.057 -0.124
```
Forces are in eV/Å.

The calculation puts the HOMO energy at -0.4825 Eh. As for the relative energy (zero: lowest compared OMol25 entry of this formula, charge and spin): 164.6 kcal/mol. As for the molecular weight: 59.09 g mol⁻¹. The total charge is +1. As for the LUMO energy: -9.2841 eV. Its spin multiplicity is 1. For the calculated total energy, the calculation gives -189.4181 Ha.

=====

CH5N2O2PSi | ωB97M-V/def2-TZVPD

Structure (XYZ):
```
12
Properties=species:S:1:pos:R:3:forces:R:3
N -2.6456 1.9506 -1.0796 0.184 0.465 -0.281
C -2.0442 1.1116 -0.5736 -0.800 -1.612 0.451
Si -1.6898 -0.4726 0.5046 1.478 3.202 0.119
O -0.0738 -0.4004 0.6156 -0.415 -0.883 -0.919
P 1.3514 -0.5260 -0.2381 -1.425 0.021 0.410
N 1.3774 1.1602 -0.5981 -2.965 -0.824 1.024
O 2.1352 -0.5340 1.1268 2.304 -0.374 0.604
H -2.1728 -1.6686 -0.0951 -0.671 -0.664 -0.227
H -1.9961 0.1365 1.8143 -0.805 -0.771 -0.017
H 0.4488 1.2904 -1.0656 0.711 0.388 0.725
H 1.9755 1.3030 -1.3297 2.407 0.723 -2.317
H 2.0617 0.3377 1.5231 -0.002 0.329 0.428
```
Forces are in eV/Å.

The calculation puts the HOMO energy at -0.3555 Eh. As for the relative energy (zero: lowest compared OMol25 entry of this formula, charge and spin): 8.0 kcal/mol. As for the molecular weight: 136.12 g mol⁻¹. As for the LUMO energy: 0.3681 eV. Its SMILES is N#C[SiH2]OP(N)O. Its spin multiplicity is 1. For the calculated total energy, the calculation gives -932.0060 Ha.

=====

Question: What is the molecular weight in the third record?
Answer: 136.12 g mol⁻¹